Record 1
DFT (wB97M-V/def2-TZVPD) results for C48H50FeNO3PS3Si2Te as an isolated structure.

Last column: Löwdin charge in e.
CARTESIAN COORDINATES (ANGSTROEM)
1 Fe -0.18970 0.10397 -0.15768  -0.0587
2 S 0.78396 0.68060 2.28971  0.5031
3 C -0.45421 -0.42351 2.64252  -1.1562
4 N -1.04311 -1.14357 1.71958  -0.0760
5 C -2.03282 -1.94758 2.22079  -0.3192
6 C -2.82363 -2.80381 1.45307  -0.0199
7 C -3.76804 -3.58984 2.08834  -0.1115
8 C -3.94162 -3.52217 3.47245  -0.1308
9 C -3.17952 -2.65569 4.24075  -0.1178
10 C -2.22381 -1.87046 3.61343  -0.4788
11 S -1.10931 -0.70520 4.26450  0.9804
12 H -2.69104 -2.81557 0.37785  0.1098
13 H -4.39120 -4.25681 1.50403  0.0904
14 H -4.69883 -4.13331 3.94916  0.0875
15 H -3.33873 -2.58574 5.30954  0.0997
16 O -3.67918 -0.00293 -2.87039  -0.2992
17 S -2.39264 0.38286 -2.35343  0.6149
18 O -2.67503 1.46289 -1.19653  -0.2534
19 O -1.62497 -0.68497 -1.73826  -0.3786
20 C -1.48019 1.24744 -3.49971  -0.3276
21 C -2.10558 1.53872 -4.73315  -0.1212
22 C -1.61785 2.49078 -5.58419  -0.1442
23 C -0.48229 3.26560 -5.20081  -0.1330
24 C 0.13994 2.98428 -4.00813  -0.1443
25 C -0.26882 1.97183 -3.12528  -0.3500
26 P 0.81770 1.46423 -1.77579  1.0172
27 C 2.34680 1.04834 -2.74824  -0.3073
28 C 3.24789 1.97885 -3.27528  -0.1067
29 C 4.29416 1.58049 -4.09173  -0.1028
30 C 4.46029 0.23795 -4.41239  -0.1146
31 C 3.56565 -0.69650 -3.91003  -0.1045
32 C 2.52369 -0.29264 -3.08718  -0.1266
33 C 1.26896 3.05062 -0.97939  -0.3419
34 C 2.52370 3.30790 -0.43233  -0.1069
35 C 2.75460 4.45939 0.30852  -0.1022
36 C 1.72849 5.36879 0.51969  -0.1175
37 C 0.46712 5.11192 -0.00398  -0.1014
38 C 0.23773 3.96201 -0.74091  -0.0837
39 H -3.00928 0.99689 -4.98291  0.0938
40 H -2.11674 2.67359 -6.52921  0.0731
41 H -0.11843 4.07055 -5.82744  0.0719
42 H 1.00624 3.58006 -3.73473  0.0889
43 H 3.13408 3.03007 -3.04340  0.0920
44 H 4.97910 2.32389 -4.48393  0.0911
45 H 5.27979 -0.07436 -5.04928  0.0868
46 H 3.68066 -1.74732 -4.14937  0.0843
47 H 1.82607 -1.02460 -2.68998  0.0538
48 H 3.32584 2.59117 -0.56363  0.0992
49 H 3.73754 4.63427 0.73076  0.0909
50 H 1.90419 6.26577 1.10264  0.0886
51 H -0.35199 5.79722 0.17784  0.1003
52 H -0.75336 3.75553 -1.12834  0.1105
53 C -0.60768 -3.26157 -3.10407  -0.1726
54 Si 0.54002 -4.41624 -2.19916  0.4164
55 C -0.18663 -6.16229 -2.22693  -0.1971
56 C 2.17335 -4.50081 -3.14686  -0.1755
57 C 0.76589 -3.97500 -0.39125  -0.5700
58 Te 1.54631 -2.06380 0.22633  1.3306
59 C 3.55937 -2.39995 -0.48978  -0.5525
60 Si 4.78179 -2.35066 0.91562  0.3713
61 C 4.68620 -0.69036 1.77641  -0.1823
62 C 4.44579 -3.74589 2.12874  -0.1947
63 C 6.53119 -2.58902 0.24021  -0.1954
64 H -0.87346 -3.72961 -4.05763  0.0331
65 H -0.14983 -2.29348 -3.31215  0.0222
66 H -1.52356 -3.04642 -2.55336  0.0274
67 H -0.44781 -6.45446 -3.24718  0.0196
68 H -1.09138 -6.21931 -1.61806  0.0244
69 H 0.52491 -6.89359 -1.83579  0.0207
70 H 2.09705 -5.26126 -3.92911  0.0240
71 H 3.02897 -4.76054 -2.52315  0.0131
72 H 2.39071 -3.54824 -3.63271  0.0085
73 H 1.38654 -4.73915 0.08966  0.0028
74 H -0.20684 -4.02156 0.10889  -0.0061
75 H 3.77594 -1.63232 -1.23469  -0.0119
76 H 3.56744 -3.36204 -1.00151  -0.0132
77 H 3.66712 -0.45750 2.09766  -0.0102
78 H 5.01148 0.11052 1.10801  0.0306
79 H 5.32744 -0.67322 2.66183  0.0260
80 H 3.42553 -3.68948 2.51211  0.0152
81 H 5.13134 -3.68925 2.97790  0.0216
82 H 4.57794 -4.72031 1.65171  0.0232
83 H 6.78214 -1.79889 -0.47034  0.0229
84 H 6.62030 -3.54587 -0.27942  0.0193
85 H 7.27114 -2.56976 1.04397  0.0181
86 C -2.02548 1.24575 0.07640  -0.1932
87 C -2.60977 1.78862 1.09246  -0.0050
88 C -3.17504 2.17802 2.23098  -0.1659
89 C -4.10986 1.29164 2.95404  -0.1798
90 C -4.23421 1.33194 4.34527  -0.0625
91 C -5.09811 0.47428 5.01179  -0.1093
92 C -5.85576 -0.44665 4.30391  -0.1315
93 C -5.72697 -0.51038 2.92216  -0.1023
94 C -4.86795 0.34518 2.25572  -0.0190
95 C -2.79808 3.49500 2.81028  -0.1725
96 C -1.48850 3.96439 2.65688  -0.0235
97 C -1.11834 5.20619 3.14220  -0.0970
98 C -2.04279 6.01256 3.79964  -0.1248
99 C -3.34140 5.55447 3.96549  -0.1157
100 C -3.71369 4.30845 3.47903  -0.0573
101 H -3.63205 2.03196 4.91049  0.1095
102 H -5.16453 0.52281 6.09327  0.0901
103 H -6.52286 -1.12462 4.82383  0.0874
104 H -6.28995 -1.24135 2.35426  0.0970
105 H -4.76094 0.29079 1.17885  0.1208
106 H -0.76595 3.32887 2.15685  0.0855
107 H -0.09548 5.54076 3.01129  0.0895
108 H -1.75212 6.98424 4.18231  0.0831
109 H -4.07716 6.17070 4.47136  0.0866
110 H -4.73393 3.96580 3.60722  0.1088

## Properties
Strongest force on any atom   0.464 eV Å⁻¹
Charge   -2
⟨S²⟩   6.079
E   -157451.8439 eV
Energy relative to the best compared isomer or geometry (same formula, charge and spin)   334.86 kJ/mol
Orbital gap (spin up / spin down)   3.342 / 4.509 eV
2S+1   5

=====

Record 2
DFT (wB97M-V/def2-TZVPD) results for C48H50MoN11O3P as an isolated structure at a distorted geometry.

Last column: Löwdin charge in e.
CARTESIAN COORDINATES (ANGSTROEM)
1 Mo 0.27738 0.96921 -0.42423  1.4309
2 C -2.49435 -1.14604 2.45973  -0.0472
3 C -1.90893 -0.21443 1.61484  -0.0573
4 N -0.73402 -0.44604 1.02307  0.0148
5 C -0.15639 -1.62563 1.30084  -0.2312
6 C -0.76005 -2.54579 2.14768  -0.0534
7 N -1.92814 -2.31672 2.72169  0.1433
8 C 1.15384 -1.82175 0.69164  -0.1809
9 C 1.89862 -2.98540 0.80974  0.0845
10 C 3.17690 -3.05412 0.26527  -0.1156
11 C 3.66133 -1.91146 -0.37367  0.0759
12 C 2.86940 -0.78309 -0.45404  -0.1801
13 N 1.61498 -0.73548 0.04418  0.0176
14 C 3.33961 0.50921 -0.95496  -0.1763
15 C 4.63314 0.75781 -1.40294  -0.0248
16 N 5.06905 1.97912 -1.66491  0.1491
17 C 4.21759 2.97558 -1.46301  -0.0369
18 C 2.90636 2.74440 -1.07152  -0.1074
19 N 2.44594 1.50995 -0.83871  -0.0042
20 C 4.00924 -4.27245 0.39843  -0.1152
21 C 5.38467 -4.16658 0.61089  0.0616
22 C 6.13949 -5.32622 0.75016  0.0196
23 N 5.51407 -6.47655 0.65877  0.3029
24 C 4.23047 -6.66332 0.45475  0.0159
25 C 3.42523 -5.53808 0.32371  0.0582
26 H -3.44387 -0.92902 2.93318  0.1349
27 H -2.40178 0.72238 1.42730  0.1117
28 H -0.28667 -3.49158 2.37839  0.1255
29 H 1.49839 -3.82282 1.36189  0.1263
30 H 4.65234 -1.90757 -0.80400  0.1260
31 H 5.33968 -0.04889 -1.55235  0.1283
32 H 4.57312 3.98568 -1.62458  0.1383
33 H 2.23304 3.57414 -0.92179  0.0926
34 H 5.88249 -3.21125 0.71488  0.1444
35 H 7.20760 -5.32500 0.93929  0.1714
36 H 3.85575 -7.67890 0.38881  0.1694
37 H 2.36904 -5.67371 0.13037  0.1418
38 N -3.32023 1.20527 -5.10077  0.2466
39 C -2.89253 1.39462 -3.63970  -0.2402
40 C -2.30608 0.10577 -3.08265  -0.0831
41 C -0.82106 -0.15894 -3.40778  -0.3138
42 N -0.09333 -0.51349 -2.15665  -0.0253
43 C -0.11966 1.00862 -4.09276  -0.0968
44 C -0.46697 2.36012 -3.49771  -0.2826
45 N 0.17196 2.52811 -2.13675  -0.0084
46 C -1.98443 2.62342 -3.51107  -0.0619
47 H -3.99407 0.43876 -5.18112  0.1809
48 H -2.54064 0.99415 -5.72671  0.1662
49 H -3.78060 2.04672 -5.45955  0.1818
50 H -3.82978 1.59860 -3.12421  0.1503
51 H -2.91681 -0.75118 -3.37466  0.1312
52 H -2.42601 0.19306 -2.00561  0.1020
53 H -0.75739 -1.02391 -4.07194  0.1495
54 H 0.80597 -0.89734 -2.44432  0.0989
55 H -0.59172 -1.31880 -1.73629  0.0168
56 H -0.37375 1.03094 -5.15674  0.1296
57 H 0.96282 0.84906 -4.07791  0.1297
58 H -0.00717 3.13134 -4.11732  0.1529
59 H -0.24932 3.35199 -1.70552  0.1037
60 H 1.12180 2.81563 -2.34956  0.0652
61 H -2.20080 3.32242 -4.32293  0.1371
62 H -2.29208 3.15081 -2.61058  0.1113
63 O -3.58618 2.34508 -0.79982  0.1023
64 C -2.52319 2.47018 -0.23834  -0.5546
65 O -1.57785 1.55542 -0.45998  -0.3370
66 C -2.23625 3.60859 0.68488  -0.1311
67 C -3.26494 4.54841 0.77713  0.0145
68 C -3.17225 5.63209 1.63328  -0.0110
69 C -2.04476 5.78194 2.42504  -0.0127
70 C -1.01195 4.85947 2.33892  -0.0953
71 C -1.07622 3.77096 1.46707  -0.2980
72 P 0.33250 2.61552 1.52820  1.0547
73 C 1.78557 3.70190 1.66992  -0.3799
74 C 2.92419 3.28946 2.35891  -0.0756
75 C 4.05424 4.09744 2.38823  -0.0468
76 C 4.05810 5.32123 1.73458  -0.0432
77 C 2.92391 5.74336 1.05045  -0.0503
78 C 1.79582 4.93838 1.01512  -0.1320
79 C 0.16334 1.73719 3.10838  -0.3618
80 C 0.99998 0.64512 3.35769  -0.1424
81 C 0.90877 -0.05014 4.55140  -0.0621
82 C -0.03485 0.32413 5.50249  -0.0417
83 C -0.88070 1.39375 5.25414  -0.0383
84 C -0.78433 2.10178 4.06217  -0.0608
85 H -4.15077 4.40125 0.17576  0.1300
86 H -3.98208 6.34656 1.69138  0.1292
87 H -1.96473 6.61235 3.11393  0.1302
88 H -0.14283 4.99082 2.97032  0.1241
89 H 2.93138 2.35840 2.90934  0.0957
90 H 4.92460 3.77985 2.94685  0.1197
91 H 4.93264 5.95664 1.77774  0.1236
92 H 2.91040 6.71084 0.56559  0.1224
93 H 0.91035 5.29580 0.50046  0.1106
94 H 1.72942 0.33755 2.61339  0.0872
95 H 1.57597 -0.87922 4.75006  0.1132
96 H -0.10527 -0.21616 6.43707  0.1223
97 H -1.61335 1.68910 5.99331  0.1234
98 H -1.45100 2.93579 3.89049  0.1035
99 N -1.60978 -2.82203 -1.12263  0.1736
100 C -2.17496 -3.77914 -0.77567  -0.2596
101 N -2.78996 -4.84089 -0.33921  -0.0792
102 C -4.00668 -4.72971 0.49789  -0.0912
103 C -5.20801 -5.20613 -0.30346  -0.1765
104 O -4.98083 -6.50777 -0.79390  -0.0998
105 C -3.89905 -6.54872 -1.69677  -0.1773
106 C -2.60830 -6.15637 -0.99352  -0.0922
107 H -4.12057 -3.69820 0.82764  0.1222
108 H -3.86372 -5.36913 1.37007  0.1382
109 H -5.40458 -4.51519 -1.13520  0.1327
110 H -6.09106 -5.24937 0.33134  0.1425
111 H -4.08470 -5.87687 -2.54589  0.1331
112 H -3.82808 -7.56919 -2.06835  0.1417
113 H -1.77562 -6.09545 -1.69269  0.1292
114 H -2.37445 -6.88204 -0.21313  0.1349

## Properties
Strongest force on any atom   1.795 eV Å⁻¹
Charge   +4
⟨S²⟩   2.015
E   -84231.7071 eV
Energy relative to the best compared isomer or geometry (same formula, charge and spin)   26.17 kJ/mol
Orbital gap (spin up / spin down)   6.059 / 3.411 eV
2S+1   3

=====

Among the records above, which one has the lowest energy relative to the best compared isomer or geometry (same formula, charge and spin)?
C48H50MoN11O3P

=====

What is the formula in the second record?
C48H50MoN11O3P

=====

Which of these has the highest 2S+1?
C48H50FeNO3PS3Si2Te